# 1
C22H22N6RuS | ωB97M-V with the def2-TZVPD basis set

```
52
Properties=species:S:1:pos:R:3
Ru -0.2414 -0.3782 -0.8472
C 1.4036 1.1602 0.1441
C 0.3648 2.0491 -0.2174
C -0.7546 1.7697 0.5984
C -0.4124 0.7161 1.4711
C 0.9235 0.3351 1.1977
H 2.3987 1.1418 -0.2716
H 0.4097 2.7968 -0.9928
H -1.7115 2.2642 0.5460
H -1.0530 0.2854 2.2245
H 1.4967 -0.4081 1.7298
N -2.6552 -3.3555 1.3125
C -3.7204 -2.4652 1.2176
C -5.0240 -2.5152 1.6992
C -5.8245 -1.4321 1.4007
C -5.3511 -0.3442 0.6464
C -4.0584 -0.3010 0.1702
C -3.2380 -1.3860 0.4768
N -1.9117 -1.6315 0.1445
C -1.6143 -2.8020 0.6534
C -0.2817 -3.3643 0.4741
C 0.2382 -4.5565 0.8683
S 1.8620 -4.6734 0.3563
C 1.7507 -3.1324 -0.3582
N 0.5903 -2.5621 -0.2226
H -2.6628 -4.2465 1.7780
H -5.3953 -3.3543 2.2714
H -6.8475 -1.4223 1.7511
H -6.0242 0.4736 0.4287
H -3.6945 0.5183 -0.4357
H -0.2320 -5.3558 1.4168
H 2.5748 -2.6741 -0.8856
N -2.2117 1.1134 -3.0739
C -1.5387 0.6255 -2.2694
N 1.2710 -0.7169 -2.5657
C 1.1918 -0.4956 -3.7081
N 1.1184 -0.2319 -4.9712
C 0.9508 -1.3123 -5.9607
C -0.4115 -1.2000 -6.6274
C -0.6019 0.1938 -7.2215
C -0.4388 1.2668 -6.1482
C 0.9063 1.1520 -5.4501
H 1.0939 -2.2648 -5.4539
H 1.7494 -1.1966 -6.6986
H -1.1928 -1.3961 -5.8876
H -0.4864 -1.9706 -7.3963
H -1.5873 0.2754 -7.6793
H 0.1320 0.3489 -8.0200
H -1.2331 1.1817 -5.4036
H -0.5091 2.2655 -6.5828
H 0.9748 1.8195 -4.5938
H 1.7270 1.3790 -6.1363
```

Summary:
LUMO (alpha / beta) = -3.0 / -4.2 eV
F_max = 0.0028 Eh/bohr
HOMO-LUMO gap (alpha / beta) = 7.558 / 7.363 eV
total charge = +1
HOMO level (alpha / beta) = -10.525 / -11.543 eV
⟨S²⟩ = 8.763
total energy = -45521.2659 eV
relative energy (zero: lowest compared OMol25 entry of this formula, charge and spin) = 0.0 kJ/mol
2S+1 = 6

Table of Löwdin atomic charges, one value per atom, all in e: atom 1 (Ru): 1.316, atom 2 (C): -0.186, atom 3 (C): -0.162, atom 4 (C): -0.151, atom 5 (C): -0.161, atom 6 (C): -0.187, atom 7 (H): 0.104, atom 8 (H): 0.109, atom 9 (H): 0.110, atom 10 (H): 0.108, atom 11 (H): 0.103, atom 12 (N): 0.196, atom 13 (C): -0.171, atom 14 (C): -0.006, atom 15 (C): -0.066, atom 16 (C): -0.061, atom 17 (C): -0.004, atom 18 (C): -0.212, atom 19 (N): 0.064, atom 20 (C): -0.264, atom 21 (C): -0.307, atom 22 (C): -0.313, atom 23 (S): 1.100, atom 24 (C): -0.442, atom 25 (N): -0.059, atom 26 (H): 0.172, atom 27 (H): 0.116, atom 28 (H): 0.111, atom 29 (H): 0.112, atom 30 (H): 0.093, atom 31 (H): 0.086, atom 32 (H): 0.084, atom 33 (N): -0.020, atom 34 (C): -0.378, atom 35 (N): 0.081, atom 36 (C): -0.255, atom 37 (N): -0.069, atom 38 (C): -0.123, atom 39 (C): -0.173, atom 40 (C): -0.191, atom 41 (C): -0.177, atom 42 (C): -0.116, atom 43 (H): 0.127, atom 44 (H): 0.132, atom 45 (H): 0.121, atom 46 (H): 0.118, atom 47 (H): 0.116, atom 48 (H): 0.118, atom 49 (H): 0.080, atom 50 (H): 0.121, atom 51 (H): 0.126, atom 52 (H): 0.131

=====

# 2
H14NaO7 | ωB97M-V with the def2-TZVPD basis set

```
22
Properties=species:S:1:pos:R:3
Na 0.2695 0.0430 0.2435
O -0.4138 -2.4903 -0.4151
H 0.4610 -2.8257 -0.6112
H -0.9305 -3.2705 -0.2140
O -1.0756 1.8560 1.8912
H -1.9656 1.8136 2.2408
H -0.8349 2.7800 1.9591
O -1.2094 0.5448 -1.6377
H -1.5213 0.2267 -2.4849
H -1.5234 1.4478 -1.5901
O 1.6826 0.2396 2.1237
H 1.5809 0.2824 3.0745
H 2.2277 -0.5331 1.9752
O 1.4131 2.1303 -0.6619
H 1.9239 2.1481 -1.4713
H 0.8577 2.9083 -0.7114
O -3.0355 -1.3396 0.0471
H -2.1082 -1.5291 -0.0958
H -3.3353 -2.0355 0.6319
O 2.2132 -0.6714 -1.2148
H 2.9280 -0.1558 -1.5882
H 2.3957 -1.5696 -1.4907
```

Summary:
LUMO (alpha / beta) = -7.0 / -15.1 eV
F_max = 0.0366 Eh/bohr
HOMO-LUMO gap (alpha / beta) = 11.445 / 3.269 eV
total charge = +2
HOMO level (alpha / beta) = -18.419 / -18.343 eV
⟨S²⟩ = 0.755
total energy = -18958.1413 eV
relative energy (zero: lowest compared OMol25 entry of this formula, charge and spin) = 48.0 kJ/mol
2S+1 = 2

Table of natural (NBO) atomic charges, one value per atom, all in e: atom 1 (Na): 0.940, atom 2 (O): -0.985, atom 3 (H): 0.518, atom 4 (H): 0.501, atom 5 (O): -0.910, atom 6 (H): 0.493, atom 7 (H): 0.501, atom 8 (O): -0.824, atom 9 (H): 0.514, atom 10 (H): 0.506, atom 11 (O): -0.973, atom 12 (H): 0.503, atom 13 (H): 0.485, atom 14 (O): -0.908, atom 15 (H): 0.494, atom 16 (H): 0.487, atom 17 (O): -0.364, atom 18 (H): 0.504, atom 19 (H): 0.510, atom 20 (O): -0.980, atom 21 (H): 0.503, atom 22 (H): 0.487

=====

# 3
C6H9NO | ωB97M-V with the def2-TZVPD basis set

```
17
Properties=species:S:1:pos:R:3
C -2.0556 -1.8191 -0.4572
C -1.2923 -1.3314 0.4857
C -0.6384 -0.0791 0.4050
C 2.2465 -0.0696 -0.4231
C 1.3226 -0.4612 0.6193
C -0.3250 2.2220 -0.1120
N -1.0587 1.0354 0.0536
O 1.7806 -1.3990 -0.2694
H -2.7507 -2.7374 -0.2085
H -2.1409 -1.4767 -1.4072
H -1.2431 -1.7802 1.4334
H 1.7420 0.4251 -1.2897
H 3.3110 0.2645 -0.4487
H 1.4506 -0.5583 1.7516
H -0.4652 2.7952 -0.8810
H 0.7855 2.0553 0.0426
H -0.6688 2.9143 0.7058
```

Summary:
LUMO = 1.0 eV
F_max = 0.1427 Eh/bohr
HOMO-LUMO gap = 9.211 eV
HOMO level = -8.193 eV
total energy = -9900.0151 eV
relative energy (zero: lowest compared OMol25 entry of this formula, charge and spin) = 539.3 kJ/mol

Table of natural (NBO) atomic charges, one value per atom, all in e: atom 1 (C): -0.301, atom 2 (C): -0.294, atom 3 (C): 0.319, atom 4 (C): -0.146, atom 5 (C): -0.001, atom 6 (C): -0.412, atom 7 (N): -0.421, atom 8 (O): -0.485, atom 9 (H): 0.194, atom 10 (H): 0.193, atom 11 (H): 0.215, atom 12 (H): 0.171, atom 13 (H): 0.199, atom 14 (H): 0.192, atom 15 (H): 0.201, atom 16 (H): 0.170, atom 17 (H): 0.206

=====

# 4
C16H34Cl8CuN3O4 | ωB97M-V with the def2-TZVPD basis set

```
66
Properties=species:S:1:pos:R:3
Cu -2.0305 0.5307 3.3093
C -0.0256 -0.1606 -0.6779
C -0.9871 -0.5577 0.4136
O -0.6692 0.0819 1.6366
H -0.0050 0.9236 -0.7883
H -0.1797 -0.6715 -1.6284
H 0.9748 -0.3945 -0.3140
H -0.8957 -1.6397 0.5090
H -1.9959 -0.2960 0.0942
Cl -0.0243 4.4304 -2.2515
C 0.2831 2.9388 -3.2251
C 1.6169 2.4057 -2.6736
Cl 2.2798 0.7623 -3.1783
H 0.3397 3.2128 -4.2785
H -0.5773 2.3118 -2.9910
H 1.6753 2.3923 -1.5853
H 2.3218 3.1576 -3.0285
Cl 4.3499 -0.0489 3.8677
C 3.3971 -0.3925 2.3481
C 3.5372 0.7539 1.2895
Cl 5.1896 1.1159 0.8411
H 2.3837 -0.6258 2.6748
H 3.8286 -1.2272 1.7956
H 3.1825 1.6652 1.7708
H 2.9612 0.5521 0.3864
C -2.6799 -0.1120 -6.3048
O -1.8418 0.7162 -6.6119
N -2.8773 -0.7083 -5.0983
C -3.8176 -1.8051 -4.9206
C -2.0347 -0.5398 -3.9184
H -3.3879 -0.5008 -7.0529
H -4.6210 -1.9009 -5.6510
H -4.3522 -1.7956 -3.9708
H -3.3539 -2.7915 -4.9311
H -2.5022 -0.2530 -2.9764
H -1.4498 -1.4457 -3.7591
H -1.2075 0.1586 -4.0453
C -1.3460 3.9136 3.1220
O -1.8663 2.8388 3.1017
N -0.3911 4.3273 2.2726
C 0.0328 5.7049 2.2026
C 0.3966 3.4404 1.4399
H -1.7400 4.7346 3.7408
H 1.0877 5.6542 2.4723
H -0.4610 6.4501 2.8263
H -0.0381 6.0222 1.1622
H 0.2741 3.8503 0.4374
H 1.4666 3.4470 1.6475
H 0.0163 2.4245 1.3325
C -2.1024 -2.8772 4.1202
O -2.0273 -1.6542 3.8803
N -1.3285 -3.7525 3.5335
C -1.5469 -5.1846 3.6802
C -0.0339 -3.3593 2.8589
H -2.9704 -3.2686 4.6730
H -2.5440 -5.5509 3.9246
H -0.8433 -5.4736 4.4610
H -1.2537 -5.7035 2.7676
H -0.0393 -2.3249 2.5153
H 0.7723 -3.4503 3.5869
H 0.1575 -4.0560 2.0428
C 3.8914 -3.2499 -0.5861
Cl 4.1338 -4.4281 -1.9645
Cl 5.5394 -3.1674 0.2077
Cl 3.2784 -1.6905 -1.1363
Cl 2.6800 -3.8592 0.6013
```

Summary:
LUMO (alpha / beta) = -2.9 / -5.8 eV
F_max = 0.0801 Eh/bohr
HOMO-LUMO gap (alpha / beta) = 8.567 / 5.663 eV
total charge = +1
HOMO level (alpha / beta) = -11.447 / -11.447 eV
⟨S²⟩ = 0.755
total energy = -174613.6730 eV
2S+1 = 2

Table of natural (NBO) atomic charges, one value per atom, all in e: atom 1 (Cu): 0.989, atom 2 (C): -0.628, atom 3 (C): -0.141, atom 4 (O): -0.370, atom 5 (H): 0.210, atom 6 (H): 0.246, atom 7 (H): 0.219, atom 8 (H): 0.235, atom 9 (H): 0.178, atom 10 (Cl): -0.072, atom 11 (C): -0.366, atom 12 (C): -0.372, atom 13 (Cl): -0.078, atom 14 (H): 0.246, atom 15 (H): 0.216, atom 16 (H): 0.211, atom 17 (H): 0.232, atom 18 (Cl): -0.059, atom 19 (C): -0.376, atom 20 (C): -0.412, atom 21 (Cl): -0.015, atom 22 (H): 0.218, atom 23 (H): 0.216, atom 24 (H): 0.207, atom 25 (H): 0.215, atom 26 (C): 0.543, atom 27 (O): -0.603, atom 28 (N): -0.443, atom 29 (C): -0.419, atom 30 (C): -0.430, atom 31 (H): 0.115, atom 32 (H): 0.225, atom 33 (H): 0.202, atom 34 (H): 0.192, atom 35 (H): 0.193, atom 36 (H): 0.194, atom 37 (H): 0.230, atom 38 (C): 0.570, atom 39 (O): -0.730, atom 40 (N): -0.403, atom 41 (C): -0.413, atom 42 (C): -0.429, atom 43 (H): 0.132, atom 44 (H): 0.203, atom 45 (H): 0.232, atom 46 (H): 0.211, atom 47 (H): 0.218, atom 48 (H): 0.208, atom 49 (H): 0.222, atom 50 (C): 0.553, atom 51 (O): -0.782, atom 52 (N): -0.382, atom 53 (C): -0.422, atom 54 (C): -0.426, atom 55 (H): 0.155, atom 56 (H): 0.234, atom 57 (H): 0.209, atom 58 (H): 0.218, atom 59 (H): 0.229, atom 60 (H): 0.222, atom 61 (H): 0.216, atom 62 (C): -0.186, atom 63 (Cl): 0.056, atom 64 (Cl): 0.054, atom 65 (Cl): 0.068, atom 66 (Cl): 0.011

=====

# 5
C9H13NOS | ωB97M-V with the def2-TZVPD basis set

```
25
Properties=species:S:1:pos:R:3
C -3.5369 0.1896 -0.2798
C -2.4656 -0.7048 -0.0264
C -3.0221 1.4554 0.0299
C -1.3684 0.0465 0.2228
C 1.3435 0.9452 -1.1064
C 0.9187 0.8761 1.4981
C 1.1192 -0.4725 -0.7030
C 0.0225 -0.5088 0.5221
C 2.3488 -1.3465 -0.3054
N -1.7113 1.3337 0.2733
O 0.0269 -1.6211 1.1850
S 1.4633 2.0622 0.3357
H -4.5893 -0.2053 -0.6165
H -2.5880 -1.8094 -0.2778
H -3.4834 2.4691 0.0726
H 2.2488 1.1975 -1.7864
H 0.5415 1.1011 -1.7854
H 0.1737 1.3013 2.1962
H 1.6668 0.3633 2.1205
H 0.5700 -0.9547 -1.5940
H 2.8771 -0.8710 0.4867
H 2.8545 -1.7078 -1.1307
H 1.9448 -2.2717 0.0868
H -1.1188 2.0544 0.5028
H -0.7154 -1.6095 1.7105
```

Summary:
LUMO = 0.7 eV
F_max = 0.1483 Eh/bohr
HOMO-LUMO gap = 8.786 eV
HOMO level = -8.050 eV
total energy = -23914.4119 eV
relative energy (zero: lowest compared OMol25 entry of this formula, charge and spin) = 189.7 kJ/mol

Table of natural (NBO) atomic charges, one value per atom, all in e: atom 1 (C): -0.309, atom 2 (C): -0.312, atom 3 (C): -0.069, atom 4 (C): 0.028, atom 5 (C): -0.545, atom 6 (C): -0.676, atom 7 (C): -0.237, atom 8 (C): 0.385, atom 9 (C): -0.622, atom 10 (N): -0.488, atom 11 (O): -0.675, atom 12 (S): 0.192, atom 13 (H): 0.234, atom 14 (H): 0.232, atom 15 (H): 0.216, atom 16 (H): 0.234, atom 17 (H): 0.216, atom 18 (H): 0.208, atom 19 (H): 0.211, atom 20 (H): 0.217, atom 21 (H): 0.213, atom 22 (H): 0.216, atom 23 (H): 0.223, atom 24 (H): 0.423, atom 25 (H): 0.485

=====

# 6
C46H36Cl4MoN2O4S2 | ωB97M-V with the def2-TZVPD basis set

```
95
Properties=species:S:1:pos:R:3
Mo -0.0063 -0.8109 0.7634
C -1.9238 6.4429 4.1742
C -1.1970 5.4439 3.3392
C -1.8940 4.3891 2.7443
C -1.2448 3.4595 1.9570
C 0.1259 3.5782 1.7607
C 0.8465 4.5991 2.3638
C 0.1794 5.5291 3.1419
S 0.9927 2.3721 0.7505
O 0.4057 1.0399 1.2496
C 0.1103 2.5909 -0.8172
C -0.3321 3.8828 -1.1649
C -1.0954 4.0685 -2.2803
C -1.4047 2.9887 -3.1352
C -2.2720 3.1440 -4.2384
C -2.5569 2.0901 -5.0629
C -1.9179 0.8598 -4.8564
C -1.0683 0.6798 -3.7999
C -0.8430 1.7130 -2.8630
C -0.1067 1.5137 -1.6470
C 0.2395 0.0788 -1.3869
C 1.4173 -0.4573 -2.0403
C 2.5569 0.3322 -2.2561
C 3.6444 -0.1753 -2.9256
C 3.6298 -1.4864 -3.4123
C 2.5174 -2.2709 -3.2329
C 1.3880 -1.7825 -2.5535
C 0.1862 -2.5506 -2.4935
C -0.9515 -2.0499 -1.9421
C -0.9056 -0.7767 -1.3098
S -2.3249 0.1770 -0.6708
O -2.0575 -0.2130 0.7833
C -3.7077 -0.6982 -1.3500
C -4.3146 0.0179 -2.3752
C -5.3226 -0.5717 -3.1051
C -5.7425 -1.8669 -2.8095
C -6.8247 -2.5061 -3.6078
C -5.1412 -2.5508 -1.7511
C -4.1200 -1.9788 -1.0148
H -2.6850 6.9548 3.5861
H -1.2503 7.1887 4.5864
H -2.4352 5.9472 4.9982
H -2.9595 4.3077 2.9038
H -1.7873 2.6334 1.5145
H 1.9149 4.6634 2.2261
H 0.7390 6.3278 3.6037
H -0.0925 4.7165 -0.5257
H -1.4778 5.0473 -2.5237
H -2.7100 4.1148 -4.4133
H -3.2432 2.2034 -5.8871
H -2.0901 0.0448 -5.5407
H -0.5680 -0.2682 -3.7077
H 2.5582 1.3535 -1.9016
H 4.5103 0.4464 -3.0912
H 4.4832 -1.8696 -3.9504
H 2.4773 -3.2695 -3.6394
H 0.1778 -3.5303 -2.9487
H -1.8761 -2.6111 -1.9657
H -3.9806 1.0225 -2.5881
H -5.7855 -0.0234 -3.9096
H -7.0416 -1.9287 -4.5027
H -7.7366 -2.5773 -3.0140
H -6.5404 -3.5161 -3.8963
H -5.4768 -3.5493 -1.5154
H -3.6562 -2.5040 -0.1886
Cl 0.2732 -5.7907 5.3981
C 0.0092 -4.8632 3.9880
C -0.3802 -5.5129 2.8036
Cl -0.5663 -7.2090 2.7714
C -0.5866 -4.7754 1.6336
Cl -1.0641 -5.5336 0.1762
C -0.3634 -3.4042 1.6546
O -0.4257 -2.5868 0.6278
C -0.0099 -2.7208 2.8559
O 0.1070 -1.4417 2.7165
C 0.1809 -3.4775 4.0271
Cl 0.6753 -2.6919 5.4630
N 1.9291 -1.1148 0.8982
C 2.9607 -0.9274 1.4313
N 4.0237 -0.6928 2.0840
C 3.9382 -0.4697 3.5339
C 5.2481 -0.8906 4.1977
C 5.8144 -2.0990 3.4609
C 6.2909 -1.6575 2.0739
C 5.3431 -0.5992 1.4779
H 3.0980 -1.0504 3.9204
H 3.7313 0.5893 3.7199
H 5.0559 -1.1214 5.2449
H 5.9770 -0.0796 4.1622
H 5.0460 -2.8689 3.3782
H 6.6416 -2.5285 4.0215
H 6.3674 -2.5194 1.4115
H 7.2844 -1.2160 2.1602
H 5.2417 -0.7225 0.3995
H 5.7263 0.4063 1.6734
```

Summary:
LUMO (alpha / beta) = -6.5 / -7.3 eV
F_max = 0.0609 Eh/bohr
HOMO-LUMO gap (alpha / beta) = 5.812 / 5.144 eV
total charge = +2
HOMO level (alpha / beta) = -12.338 / -12.447 eV
⟨S²⟩ = 2.107
total energy = -133058.7713 eV
2S+1 = 3

Table of Löwdin atomic charges, one value per atom, all in e: atom 1 (Mo): 1.749, atom 2 (C): -0.028, atom 3 (C): -0.240, atom 4 (C): -0.002, atom 5 (C): -0.051, atom 6 (C): -0.398, atom 7 (C): -0.065, atom 8 (C): -0.010, atom 9 (S): 1.168, atom 10 (O): -0.658, atom 11 (C): -0.293, atom 12 (C): -0.045, atom 13 (C): 0.023, atom 14 (C): -0.141, atom 15 (C): -0.005, atom 16 (C): -0.047, atom 17 (C): -0.039, atom 18 (C): -0.006, atom 19 (C): -0.116, atom 20 (C): -0.191, atom 21 (C): -0.285, atom 22 (C): -0.142, atom 23 (C): -0.007, atom 24 (C): -0.038, atom 25 (C): -0.035, atom 26 (C): 0.002, atom 27 (C): -0.141, atom 28 (C): 0.025, atom 29 (C): -0.048, atom 30 (C): -0.428, atom 31 (S): 1.144, atom 32 (O): -0.557, atom 33 (C): -0.378, atom 34 (C): -0.074, atom 35 (C): -0.008, atom 36 (C): -0.241, atom 37 (C): -0.028, atom 38 (C): -0.004, atom 39 (C): -0.056, atom 40 (H): 0.097, atom 41 (H): 0.085, atom 42 (H): 0.097, atom 43 (H): 0.129, atom 44 (H): 0.113, atom 45 (H): 0.114, atom 46 (H): 0.124, atom 47 (H): 0.118, atom 48 (H): 0.131, atom 49 (H): 0.125, atom 50 (H): 0.118, atom 51 (H): 0.120, atom 52 (H): 0.108, atom 53 (H): 0.118, atom 54 (H): 0.118, atom 55 (H): 0.120, atom 56 (H): 0.126, atom 57 (H): 0.136, atom 58 (H): 0.120, atom 59 (H): 0.104, atom 60 (H): 0.124, atom 61 (H): 0.085, atom 62 (H): 0.101, atom 63 (H): 0.093, atom 64 (H): 0.129, atom 65 (H): 0.126, atom 66 (Cl): 0.739, atom 67 (C): -0.690, atom 68 (C): -0.700, atom 69 (Cl): 0.731, atom 70 (C): -0.612, atom 71 (Cl): 0.746, atom 72 (C): -0.320, atom 73 (O): -0.232, atom 74 (C): -0.364, atom 75 (O): -0.156, atom 76 (C): -0.614, atom 77 (Cl): 0.744, atom 78 (N): 0.072, atom 79 (C): -0.124, atom 80 (N): -0.059, atom 81 (C): -0.100, atom 82 (C): -0.158, atom 83 (C): -0.180, atom 84 (C): -0.149, atom 85 (C): -0.106, atom 86 (H): 0.121, atom 87 (H): 0.135, atom 88 (H): 0.126, atom 89 (H): 0.122, atom 90 (H): 0.119, atom 91 (H): 0.122, atom 92 (H): 0.116, atom 93 (H): 0.122, atom 94 (H): 0.128, atom 95 (H): 0.136